1.
C4H6ClF | the ωB97M-V functional and the def2-TZVPD basis

- orbital gap (eV) = 10.734
- DFT total energy (Ha) = -716.01836
- SMILES string = C=C(F)[C@@H](C)Cl
- HOMO (eV) = -9.799

The geometry in ORCA input format:
```
! wB97M-V def2-TZVPD RIJCOSX def2/J DEFGRID3
* xyz 0 1
H 0.189 0.614 -1.594
C -0.879 -1.611 0.495
F -2.038 0.058 -0.843
C 0.371 0.261 -0.591
C -0.953 -0.478 -0.239
H 0.093 2.220 -0.005
H 1.831 1.587 0.167
Cl 1.677 -0.973 -0.581
C 0.794 1.388 0.340
H -1.931 -2.092 0.630
H 0.808 1.199 1.436
H 0.037 -2.174 0.788
*
```

Results of the Mulliken charge analysis, in e, for atoms 1 through 6:
1. H 0.2937
2. C -0.7140
3. F -0.2492
4. C 0.1184
5. C 0.3673
6. H 0.2900


2.
C3H5BrO | the ωB97M-V functional and the def2-TZVPD basis

- orbital gap (eV) = 9.586
- DFT total energy (Ha) = -2766.42699
- HOMO (eV) = -9.081

The geometry in ORCA input format:
```
! wB97M-V def2-TZVPD RIJCOSX def2/J DEFGRID3
* xyz 0 1
H -1.836 1.346 1.142
C 0.941 -0.753 0.260
H 1.635 0.005 -1.468
H -0.048 -1.008 -0.087
C 1.843 -0.177 -0.463
C -1.805 0.683 -0.657
H 2.750 0.189 -0.049
Br -3.022 -0.731 -0.254
H 1.036 -0.981 1.301
O -1.494 1.426 0.276
*
```

Results of the Mulliken charge analysis, in e, for atoms 1 through 6:
1. H 0.3171
2. C -0.4105
3. H 0.2650
4. H 0.1043
5. C -0.4056
6. C -0.0829


3.
C2H3N5O | the ωB97M-V functional and the def2-TZVPD basis

- orbital gap (eV) = 9.268
- DFT total energy (Ha) = -426.78916
- HOMO (eV) = -10.179

The geometry in ORCA input format:
```
! wB97M-V def2-TZVPD RIJCOSX def2/J DEFGRID3
* xyz 0 1
H -0.211 -2.396 0.512
N 0.623 -0.057 2.391
N 0.495 0.673 1.303
H 1.001 -0.902 -1.786
N -0.238 1.076 -1.943
O -1.238 1.941 -0.893
N 0.555 -1.340 2.098
C 0.012 -0.208 0.239
N 0.150 -1.423 0.854
C -0.001 0.048 -1.149
H -1.148 2.588 -1.626
*
```

Results of the Mulliken charge analysis, in e, for atoms 1 through 6:
1. H 0.3138
2. N -0.2216
3. N -0.1217
4. H 0.2297
5. N -0.3217
6. O -0.4557